No. 1
A 9-piece molecular cluster, C20H44F6N4O17PS3 overall. Source: OMol25; level of theory: ωB97M-V/def2-TZVPD.

Cartesian coordinates (Å):
P1 -0.1081 0.2754 -0.4409
F1 -0.7238 0.9739 -1.7827
F2 1.3266 0.6600 -1.1897
F3 -0.0934 1.7596 0.2718
F4 0.4728 -0.2939 0.9418
F5 -1.5878 -0.0235 0.1837
F6 -0.1469 -1.2151 -1.0180
C1 5.4577 -4.4079 -4.3640
O1 5.9641 -4.4697 -5.4804
N1 4.6424 -3.4744 -4.0031
N2 5.3622 -5.4877 -3.6862
H1 4.2577 -3.6274 -3.0819
H2 4.4694 -2.6307 -4.5307
H3 5.9103 -6.2493 -4.0599
H4 4.5627 -5.6889 -3.1027
C2 6.3841 3.4061 -5.5696
O2 7.0356 3.7969 -4.5455
N3 6.9723 3.2853 -6.6672
N4 5.1706 2.8825 -5.5672
H5 7.9464 3.5351 -6.7617
H6 6.3980 3.1242 -7.4823
H7 4.6329 2.8089 -4.7154
H8 4.6509 2.6771 -6.4085
C3 -3.0899 -4.4836 3.5299
C4 -2.9320 -5.4078 2.3222
O3 -3.3461 -6.6419 2.8019
S1 -2.7659 -6.8949 4.3460
O4 -1.3826 -7.3873 4.1945
O5 -3.7645 -7.6179 5.1197
O6 -2.7062 -5.2595 4.6521
H9 -4.1489 -4.2399 3.6144
H10 -2.6147 -3.5148 3.3763
H11 -1.8969 -5.5085 1.9958
H12 -3.4937 -5.0835 1.4462
C5 -5.9720 4.2905 -2.2671
C6 -5.2476 5.3295 -1.3316
O7 -5.9319 6.5569 -1.4410
S2 -7.4465 6.3565 -2.0772
O8 -7.6512 7.2259 -3.2336
O9 -8.4847 6.3225 -1.0863
O10 -7.2556 4.8142 -2.5928
H13 -5.9791 3.3066 -1.7981
H14 -5.6074 4.0649 -3.2692
H15 -4.1637 5.3598 -1.4428
H16 -5.3453 5.1366 -0.2632
C7 2.7473 4.2006 5.4782
C8 3.8483 4.6368 4.5123
O11 3.6287 5.9969 4.1308
S3 2.1169 6.4567 4.4908
O12 1.1298 6.0620 3.5396
O13 2.1323 7.8465 4.8524
O14 2.0555 5.3495 5.7584
H17 3.1100 3.7873 6.4193
H18 2.1558 3.3827 5.0668
H19 3.8673 4.1512 3.5367
H20 4.8536 4.5176 4.9164
C9 -5.2369 3.3375 5.6396
C10 -6.7350 3.3315 5.7844
C11 -6.9420 1.9376 6.3019
O15 -5.8996 1.1627 5.8020
C12 -5.1159 1.9669 4.9250
H21 -4.6460 3.4135 6.5524
H22 -4.7574 4.1199 5.0513
H23 -7.2436 3.5290 4.8408
H24 -7.1368 4.0498 6.4990
H25 -7.8234 1.4432 5.8935
H26 -7.0727 2.0416 7.3791
H27 -5.6133 1.9214 3.9562
H28 -4.1205 1.5294 4.8491
C13 5.9295 -3.5801 3.0084
C14 6.4719 -3.5662 4.4727
C15 6.8217 -2.0770 4.7238
O16 7.2082 -1.6121 3.4658
C16 6.4002 -2.2005 2.4152
H29 4.8547 -3.7472 3.0789
H30 6.2711 -4.4318 2.4202
H31 7.4353 -4.0761 4.4730
H32 5.7902 -3.8918 5.2584
H33 7.5375 -1.9263 5.5319
H34 5.9827 -1.4744 5.0719
H35 6.8660 -2.3542 1.4418
H36 5.5955 -1.5099 2.1628
C17 -2.7227 -2.6407 -8.0967
C18 -2.4661 -3.9646 -8.6596
C19 -0.9836 -3.8615 -8.9983
O17 -0.4595 -2.9277 -8.0654
C20 -1.4663 -2.4285 -7.2577
H37 -3.5835 -2.6062 -7.4289
H38 -2.8298 -1.9386 -8.9236
H39 -3.0751 -4.1539 -9.5436
H40 -2.5773 -4.8109 -7.9818
H41 -0.8439 -3.3603 -9.9561
H42 -0.5397 -4.8560 -8.9519
H43 -1.1407 -1.4261 -6.9799
H44 -1.5097 -3.0904 -6.3928

Summary:
DFT total energy ... -4421.7779 Ha
2S+1 ... 1
Charge ... -1
HOMO energy ... -7.92 eV
Kohn-Sham gap ... 9.85 eV

---

No. 2
C14H12IrN4O5S2 as an isolated structure. Source: OMol25; level of theory: ωB97M-V/def2-TZVPD.

Cartesian coordinates (Å):
Ir1 0.8479 -0.0680 -0.4923
O1 -1.5313 -5.2686 -2.2962
C1 -2.4593 -4.4760 -1.7724
O2 -3.5934 -4.8032 -1.5978
C2 -2.0509 -3.0773 -1.3825
C3 -2.9836 -2.1622 -0.9332
N1 -2.3366 -1.0277 -0.6330
N2 -1.0138 -1.1514 -0.8482
C4 -0.8444 -2.3957 -1.3122
C5 0.5450 -2.7848 -1.6222
O3 0.8369 -3.8808 -2.0099
O4 1.4379 -1.8223 -1.3877
H1 -0.6537 -4.8544 -2.2998
H2 -4.0536 -2.2791 -0.8353
H3 -2.7345 -0.1751 -0.2807
S1 2.7357 1.4178 -1.4827
C6 1.6786 2.5590 -0.8999
N3 0.4641 2.1318 -0.4610
C7 -0.3106 3.1445 -0.0382
C8 -1.6385 3.0579 0.4427
C9 -2.2527 4.2050 0.8227
C10 -1.5791 5.4681 0.7548
C11 -0.2895 5.5870 0.2820
C12 0.3448 4.4265 -0.1329
S2 1.9243 4.2599 -0.7935
H4 -2.1388 2.1015 0.4965
H5 -3.2726 4.1766 1.1825
H6 -2.1032 6.3563 1.0852
H7 0.2067 6.5474 0.2345
C13 2.9747 -1.4924 3.1061
C14 2.6581 -1.4091 1.6525
N4 3.2967 -2.1649 0.8067
O5 1.7417 -0.5675 1.2815
H8 4.0281 -1.7150 3.2694
H9 2.3772 -2.2983 3.5408
H10 2.7039 -0.5631 3.5983
H11 4.0001 -2.8096 1.1369
H12 3.0376 -2.1931 -0.1817

Summary:
DFT total energy ... -2035.9910 Ha
Energy above the lowest of the compared OMol25 structures with the same formula, charge and spin ... 0.00 kcal/mol
2S+1 ... 6
Charge ... +2
HOMO energy (alpha / beta) ... -14.90 / -15.41 eV
Kohn-Sham gap (alpha / beta) ... 8.02 / 5.15 eV
<S²> ... 8.795

---

No. 3
C50H41N9O3S3Ti as an isolated structure. Source: OMol25; level of theory: ωB97M-V/def2-TZVPD.

Cartesian coordinates (Å):
Ti1 -0.1770 -0.2240 -0.0784
O1 -4.3883 0.4177 5.3166
C1 -4.0363 -0.6596 4.8194
O2 -4.1823 -1.8357 5.1770
C2 -3.2498 -0.5063 3.4871
C3 -2.9174 0.7559 3.0049
C4 -2.1651 0.8631 1.8471
N1 -1.8088 -0.2324 1.1762
C5 -2.1778 -1.4561 1.5830
C6 -2.8839 -1.6336 2.7538
C7 -1.8674 -2.4968 0.5571
C8 -2.1891 -3.8379 0.6844
C9 -2.0054 -4.6813 -0.3996
C10 -1.5318 -4.1518 -1.5945
C11 -1.2059 -2.8073 -1.6374
N2 -1.3468 -1.9953 -0.5845
C12 -1.7387 2.1299 1.1931
C13 -2.0929 3.3628 1.7073
C14 -1.7293 4.5113 1.0147
C15 -1.0011 4.3791 -0.1488
C16 -0.6540 3.1014 -0.5719
N3 -1.0229 1.9953 0.0533
H1 -3.2717 1.6041 3.5750
H2 -3.1845 -2.6001 3.1357
H3 -2.5893 -4.2037 1.6192
H4 -2.2398 -5.7337 -0.3164
H5 -1.4034 -4.7630 -2.4756
H6 -0.8456 -2.3505 -2.5511
H7 -2.6534 3.4251 2.6282
H8 -2.0125 5.4867 1.3873
H9 -0.6827 5.2356 -0.7246
H10 -0.0441 2.9880 -1.4561
N4 1.5236 -2.5225 3.5914
C17 1.3478 -1.7840 2.4501
S1 0.9432 -0.1063 2.7913
N5 1.5052 -2.3976 1.3249
N6 1.1920 -1.7238 0.1589
C18 1.6755 -2.2257 -0.9754
C19 2.3730 -3.5303 -1.0603
C20 3.5847 -3.6535 -1.7375
C21 4.2201 -4.8822 -1.8448
C22 3.6566 -6.0083 -1.2664
C23 2.4621 -5.8933 -0.5667
C24 1.8300 -4.6671 -0.4597
C25 1.4800 -1.3946 -2.1233
C26 1.8400 -1.7792 -3.4367
C27 1.7677 -0.8785 -4.4589
C28 1.3193 0.4323 -4.1913
C29 0.8692 0.7160 -2.9344
N7 0.8903 -0.1560 -1.8997
H11 1.7081 -2.0362 4.4527
H12 1.9899 -3.4066 3.4665
H13 4.0509 -2.7728 -2.1597
H14 5.1588 -4.9554 -2.3771
H15 4.1486 -6.9678 -1.3504
H16 2.0241 -6.7645 -0.0973
H17 0.9085 -4.5816 0.0993
H18 2.1697 -2.7915 -3.6140
H19 2.0391 -1.1725 -5.4640
H20 1.2760 1.1903 -4.9590
H21 0.4372 1.6869 -2.7299
N8 -3.7875 -0.7410 -1.9442
C30 -3.1167 0.1673 -2.6882
N9 -3.0078 1.4143 -2.3733
C31 -2.3796 2.1118 -3.3950
C32 -2.1216 3.4810 -3.3907
C33 -1.4602 4.0462 -4.4652
C34 -1.0586 3.2689 -5.5546
C35 -1.3235 1.9112 -5.5832
C36 -1.9823 1.3496 -4.4997
S2 -2.4482 -0.3041 -4.2496
H22 -4.0576 -0.4673 -1.0135
H23 -3.7260 -1.7202 -2.1532
H24 -2.4544 4.0784 -2.5533
H25 -1.2543 5.1083 -4.4655
H26 -0.5491 3.7322 -6.3884
H27 -1.0269 1.3059 -6.4289
O3 0.8582 0.5366 1.3364
S3 2.0120 3.5114 1.3365
C37 2.0675 4.6081 2.7879
C38 2.2074 3.8844 4.0937
C39 1.1537 3.1200 4.5870
C40 1.2878 2.4024 5.7629
C41 2.4882 2.4336 6.4612
C42 3.5450 3.1904 5.9786
C43 3.4034 3.9115 4.8005
C44 3.5573 2.5795 1.4759
C45 4.7686 3.3016 0.9550
C46 4.8619 3.6649 -0.3866
C47 5.9790 4.3257 -0.8639
C48 7.0255 4.6410 -0.0040
C49 6.9420 4.2867 1.3316
C50 5.8188 3.6191 1.8057
H28 1.1017 5.1145 2.7400
H29 2.8590 5.3465 2.6547
H30 0.2203 3.0832 4.0359
H31 0.4556 1.8180 6.1320
H32 2.5964 1.8744 7.3809
H33 4.4824 3.2193 6.5178
H34 4.2245 4.5138 4.4293
H35 3.3610 1.6663 0.9101
H36 3.6926 2.2992 2.5219
H37 4.0415 3.4320 -1.0555
H38 6.0384 4.5968 -1.9100
H39 7.8982 5.1602 -0.3763
H40 7.7523 4.5248 2.0082
H41 5.7612 3.3339 2.8495

Summary:
DFT total energy ... -4692.6518 Ha
Energy above the lowest of the compared OMol25 structures with the same formula, charge and spin ... 38.89 kcal/mol
2S+1 ... 3
HOMO energy (alpha / beta) ... -6.07 / -7.89 eV
Kohn-Sham gap (alpha / beta) ... 4.90 / 6.68 eV
<S²> ... 2.016

---

No. 4
A 3-piece molecular cluster, C19H40N4O6 overall. Source: OMol25; level of theory: ωB97M-V/def2-TZVPD.

Cartesian coordinates (Å):
C1 -5.9609 4.1041 -2.8301
C2 -5.8166 2.5389 -2.3675
O1 -6.9720 2.2743 -1.5227
C3 -4.4655 2.4523 -1.5134
N1 -3.4334 2.3024 -0.8877
C4 -5.7029 1.5696 -3.6465
C5 -4.5593 2.1580 -4.6451
N2 -3.6624 2.5183 -5.3812
C6 -5.2651 0.0544 -3.3187
C7 -6.1733 -0.6941 -2.2210
O2 -5.9889 -2.1285 -2.3562
H1 -4.9521 4.6324 -2.9435
H2 -6.5370 4.6512 -1.9836
H3 -6.5921 4.2241 -3.7792
H4 -7.8104 2.3977 -2.0245
H5 -6.6721 1.5790 -4.2583
H6 -4.1316 0.0258 -3.0947
H7 -5.3901 -0.5398 -4.3130
H8 -5.8488 -0.3976 -1.1486
H9 -7.2756 -0.3826 -2.3469
H10 -5.1834 -2.2664 -2.9094
C8 -0.1940 2.9879 -0.8746
O3 0.9938 3.2558 -1.6067
C9 2.1500 3.3806 -0.7770
C10 3.0985 2.1978 -0.9953
N3 2.5402 0.9623 -0.4411
C11 3.2659 -0.2462 -0.8418
C12 3.2836 -0.5963 -2.3380
O4 2.0127 -0.9761 -2.8601
C13 1.1891 0.1097 -3.2559
H11 -1.0401 3.0797 -1.5576
H12 -0.1858 1.9684 -0.4797
H13 -0.3267 3.7044 -0.0594
H14 1.8931 3.5016 0.2796
H15 2.6644 4.2930 -1.0975
H16 4.0562 2.4070 -0.5087
H17 3.2713 2.1072 -2.0725
H18 1.5766 0.8684 -0.7473
H19 2.7993 -1.0787 -0.3069
H20 4.2971 -0.1783 -0.4753
H21 3.9220 -1.4796 -2.4530
H22 3.7437 0.1833 -2.9545
H23 1.7672 0.9601 -3.6276
H24 0.5483 0.4168 -2.4266
H25 0.5338 -0.2369 -4.0581
C14 1.2624 -1.5556 1.9711
O5 2.6252 -1.9537 1.9351
C15 3.4988 -1.0223 2.5791
C16 4.0683 -1.6232 3.8681
N4 3.0366 -1.7350 4.9018
C17 3.4447 -2.5355 6.0591
C18 3.7572 -4.0207 5.8179
O6 2.6204 -4.8024 5.4599
C19 2.2994 -4.7785 4.0780
H26 0.6980 -2.2238 1.3169
H27 0.8564 -1.6475 2.9821
H28 1.1402 -0.5306 1.6100
H29 3.0173 -0.0574 2.7623
H30 4.3304 -0.8490 1.8880
H31 4.8771 -0.9857 4.2380
H32 4.4878 -2.6033 3.6186
H33 2.2088 -2.1618 4.4981
H34 2.6236 -2.4780 6.7805
H35 4.3106 -2.0576 6.5323
H36 4.1068 -4.4338 6.7708
H37 4.5780 -4.1755 5.1096
H38 3.1840 -4.6701 3.4444
H39 1.5825 -3.9806 3.8728
H40 1.8109 -5.7227 3.8272

Summary:
DFT total energy ... -1418.1867 Ha
2S+1 ... 1
HOMO energy ... -8.53 eV
Kohn-Sham gap ... 8.67 eV

---

No. 5
C16H23AsBF4N2O2PdS as an isolated structure. Source: OMol25; level of theory: ωB97M-V/def2-TZVPD.

Cartesian coordinates (Å):
Pd1 0.4129 -1.8899 1.0493
C1 3.5185 -0.3016 4.0082
S1 2.9017 -0.5254 2.3254
O1 3.6906 -1.6742 1.7914
C2 1.2690 -1.0907 2.7853
C3 1.0345 -2.4394 3.1736
C4 -0.0349 -2.7291 4.0492
C5 -0.9018 -1.7454 4.4554
C6 -0.7398 -0.4277 3.9715
C7 0.3203 -0.0964 3.1660
H1 3.4901 -1.2663 4.5149
H2 2.8910 0.4237 4.5260
H3 4.5432 0.0606 3.9406
H4 1.8098 -3.1749 2.9883
H5 -0.1684 -3.7483 4.3931
H6 -1.7383 -1.9840 5.0993
H7 -1.4652 0.3382 4.2139
H8 0.4269 0.9156 2.7929
N1 -3.9473 -0.4564 2.4347
C8 -3.7919 -1.7211 2.8529
O2 -4.3262 -2.1525 3.8703
C9 -2.9323 -2.6303 2.0173
C10 -2.7718 -3.9376 2.4572
C11 -1.9470 -4.7941 1.7499
C12 -1.3042 -4.3072 0.6236
N2 -1.4696 -3.0644 0.1586
C13 -2.2649 -2.2389 0.8603
H9 -4.4333 0.1589 3.0646
H10 -3.4423 -0.0203 1.6707
H11 -3.2888 -4.2427 3.3572
H12 -1.7855 -5.8155 2.0681
H13 -0.6261 -4.9333 0.0534
H14 -2.3658 -1.2402 0.4483
F1 -2.2193 3.1908 0.1240
B1 -1.9293 1.9436 0.6682
F2 -2.9114 0.9927 0.2403
F3 -1.9533 1.9955 2.0725
F4 -0.6730 1.4886 0.2242
C14 2.4259 -1.9736 -2.0452
As1 1.1722 -0.8736 -1.0250
C15 -0.1379 -0.4969 -2.4155
C16 2.1580 0.8074 -1.0743
H15 2.7415 -1.4758 -2.9637
H16 1.9461 -2.9212 -2.2904
H17 3.2900 -2.1706 -1.4114
H18 0.3596 -0.1687 -3.3299
H19 -0.7976 0.2868 -2.0469
H20 -0.7241 -1.3941 -2.6118
H21 2.3851 1.0760 -2.1079
H22 3.0846 0.7052 -0.5112
H23 1.5313 1.5729 -0.6211

Summary:
DFT total energy ... -4069.9826 Ha
Energy above the lowest of the compared OMol25 structures with the same formula, charge and spin ... 0.00 kcal/mol
2S+1 ... 1
Charge ... -1
HOMO energy ... -4.36 eV
Kohn-Sham gap ... 7.07 eV

---

No. 6
A 2-piece molecular cluster, C2H3NO overall. Source: OMol25; level of theory: ωB97M-V/def2-TZVPD.

Cartesian coordinates (Å):
C1 -2.8177 0.5875 0.3785
N1 -2.1788 0.0018 -0.3800
H1 -3.1238 1.2565 1.1248
C2 0.6462 -0.2429 -0.0013
O1 0.2707 0.8777 -0.3228
H2 1.4312 -0.6940 -0.5597
H3 0.2058 -0.7716 0.9161

Summary:
DFT total energy ... -207.9311 Ha
Energy above the lowest of the compared OMol25 structures with the same formula, charge and spin ... 41.77 kcal/mol
2S+1 ... 1
HOMO energy ... -9.96 eV
Kohn-Sham gap ... 10.96 eV

---

| no. | F_max (Eh/bohr) |
| --- | --- |
| 1 | 0.1523 |
| 2 | 0.0118 |
| 3 | 0.0383 |
| 4 | 0.1374 |
| 5 | 0.0032 |
| 6 | 0.0597 |